{"formula": "C22H43Cl3O5SiZr", "method": "the ωB97M-V functional and the def2-TZVPD basis", "de_lowest_kcal_mol": 94.0, "total_charge": -2, "lumo_energy_ev": 4.0, "orbital_gap_ha": 0.13333, "energy_ev": -80484.3954, "species": ["C", "C", "C", "C", "C", "C", "C", "C", "C", "C", "Zr", "Cl", "Cl", "Cl", "H", "H", "H", "H", "H", "H", "H", "H", "H", "H", "H", "H", "H", "H", "H", "O", "H", "C", "C", "C", "C", "O", "Si", "O", "O", "C", "C", "C", "C", "O", "C", "C", "C", "C", "H", "H", "H", "H", "H", "H", "H", "H", "H", "H", "H", "H", "H", "H", "H", "H", "H", "H", "H", "H", "H", "H", "H", "H", "H", "H", "H"], "xyz": [[-0.64829, 1.09456, -2.72233], [-0.82255, -0.29091, -2.99498], [0.45287, -0.91022, -2.95570], [-2.09035, -0.98288, -3.28434], [1.42065, 0.09229, -2.66829], [0.73746, 1.32882, -2.49859], [1.38372, 2.61441, -2.18147], [-1.71697, 2.10990, -2.71668], [0.72233, -2.33350, -3.22727], [2.87830, -0.11483, -2.61013], [-0.49009, -1.64672, 1.22449], [-1.74905, -3.38067, 0.74521], [-1.37458, 0.39970, 0.40718], [1.76116, -1.90589, 0.50402], [-2.94235, -0.30495, -3.16126], [-2.24144, -1.84752, -2.62049], [-2.10766, -1.35846, -4.31902], [-0.03764, -2.98078, -2.76918], [1.70205, -2.63078, -2.83695], [0.71550, -2.53977, -4.30970], [3.14334, -0.86973, -1.85820], [3.38641, 0.82125, -2.35433], [3.26878, -0.45613, -3.58068], [1.99291, 2.54714, -1.26743], [0.63075, 3.39204, -2.00919], [2.03913, 2.94123, -3.00551], [-2.64799, 1.70350, -2.30267], [-1.93235, 2.46055, -3.73824], [-1.42281, 2.98200, -2.12235], [1.10636, 3.15121, 1.06721], [0.52874, 2.39514, 0.84898], [3.74225, -1.13735, 4.66426], [2.30647, -1.41196, 5.09213], [1.84188, -2.72770, 4.48117], [2.18181, -1.45752, 6.61175], [1.51373, -0.26895, 4.59036], [-0.08040, -0.23464, 4.28360], [-0.41480, -1.37238, 3.12371], [-0.95756, -0.53202, 5.61352], [-2.36555, -0.96685, 5.76445], [-3.07733, -1.02312, 4.41897], [-2.33478, -2.33412, 6.44298], [-3.06462, 0.05176, 6.65782], [-0.48016, 1.18007, 3.57322], [-0.23612, 2.51714, 4.12557], [-1.36389, 3.41256, 3.62072], [-0.19157, 2.46902, 5.64510], [1.07765, 3.01922, 3.62187], [4.38893, -1.96906, 4.97463], [4.12279, -0.22036, 5.12683], [3.81141, -1.03870, 3.57509], [2.53802, -3.52638, 4.78637], [0.84509, -3.01474, 4.83768], [1.84965, -2.68075, 3.38395], [2.59107, -0.54365, 7.05906], [1.13343, -1.56084, 6.91645], [2.74614, -2.31720, 7.00177], [-2.69464, -1.83667, 3.79000], [-4.14800, -1.21747, 4.59419], [-2.99721, -0.06646, 3.88317], [-1.86439, -2.26661, 7.43319], [-3.36298, -2.70115, 6.57905], [-1.78792, -3.06573, 5.83438], [-2.55680, 0.15314, 7.62450], [-3.12441, 1.03391, 6.17226], [-4.09290, -0.28350, 6.85202], [-2.33962, 3.02254, 3.94017], [-1.23643, 4.42423, 4.03181], [-1.33083, 3.46678, 2.52494], [0.67284, 1.88703, 5.99119], [-0.07270, 3.49504, 6.02000], [-1.11622, 2.05537, 6.06645], [1.89581, 2.31643, 3.81577], [1.12338, 3.14484, 2.10492], [1.25646, 4.05417, 3.93651]]}



{"formula": "C3H10NO", "method": "the ωB97M-V functional and the def2-TZVPD basis", "de_lowest_kcal_mol": 40.5, "total_charge": -1, "lumo_energy_ev": 4.0, "orbital_gap_ha": 0.23899, "energy_ev": -6809.0179, "species": ["C", "O", "H", "H", "H", "C", "C", "N", "H", "H", "H", "H", "H", "H", "H"], "xyz": [[0.32510, -1.60746, 2.31317], [1.29337, -1.80172, 1.34460], [-0.76278, -1.89241, 2.16571], [0.22064, -0.50854, 2.58051], [0.45404, -1.98139, 3.39194], [-0.21346, 1.75688, -1.81461], [-0.56503, 0.59255, -0.83547], [0.18461, -0.71655, -1.20267], [0.91357, 1.85026, -1.62818], [-0.69048, 2.69778, -1.35215], [-0.51641, 1.58645, -2.82205], [-1.62384, 0.35039, -0.93220], [-0.43191, 1.03634, 0.19497], [0.25719, -1.01466, -0.09334], [1.15539, -0.34791, -1.31023]]}



{"formula": "C3H9BrOSi", "method": "the ωB97M-V functional and the def2-TZVPD basis", "de_lowest_kcal_mol": 72.4, "lumo_energy_ev": -1.2, "orbital_gap_ha": 0.23091, "energy_ev": -83223.5968, "species": ["C", "C", "C", "O", "Si", "Br", "H", "H", "H", "H", "H", "H", "H", "H", "H"], "xyz": [[-0.01757, 2.10602, -0.91300], [1.07195, -1.99769, -0.90900], [-0.46984, -0.45876, 1.73547], [0.69368, 0.78878, -0.86588], [0.42201, -0.44348, 0.03641], [-3.14366, 1.44060, 1.02072], [0.83077, 2.78533, -0.92414], [-0.58805, 2.15108, -0.06297], [-0.55740, 2.01760, -1.83268], [1.66769, -1.86820, -1.88522], [1.78604, -2.47308, -0.24224], [0.26516, -2.68780, -1.22294], [0.34180, -0.41430, 2.46852], [-1.28676, 0.39214, 1.75065], [-1.01582, -1.33825, 1.84629]]}



{"formula": "C5H17N2O", "method": "the ωB97M-V functional and the def2-TZVPD basis", "de_lowest_kcal_mol": 79.9, "total_charge": 1, "lumo_energy_ev": -3.0, "orbital_gap_ha": 0.40442, "energy_ev": -10479.4693, "species": ["N", "C", "C", "N", "C", "C", "C", "H", "H", "H", "H", "H", "H", "H", "H", "H", "H", "H", "H", "H", "H", "H", "H", "H", "O"], "xyz": [[1.18441, -0.07698, -3.45666], [0.56697, -0.85137, -2.33032], [0.62764, 0.41653, -1.60663], [-0.12810, 0.07772, 0.27556], [-0.54377, -1.23957, 0.64731], [-0.86869, -1.41029, 2.12489], [-1.22615, 1.07308, 0.21853], [1.91700, 1.79158, 3.75465], [2.04477, -0.57296, -3.74142], [0.49140, -0.11975, -4.22461], [-0.49338, -1.10208, -2.61070], [1.11037, -1.72992, -1.99865], [-0.00748, 1.25227, -1.96644], [1.60057, 0.83100, -1.42309], [0.26121, -1.91634, 0.38217], [-1.53198, -1.42273, 0.10861], [-1.17422, -2.39317, 2.46962], [-0.03934, -1.15227, 2.83371], [-1.75407, -0.71030, 2.39527], [-1.98384, 0.63531, -0.44362], [-0.72805, 1.79224, -0.38863], [-1.82124, 1.58082, 1.04746], [0.84649, 2.84371, 3.70653], [0.47329, 0.34022, 1.03394], [1.17618, 2.06325, 3.19254]]}



{"formula": "C3H11NO4", "method": "the ωB97M-V functional and the def2-TZVPD basis", "de_lowest_kcal_mol": 17.5, "smiles": "CCNC(=O)O.O.O", "lumo_energy_ev": 0.6, "orbital_gap_ha": 0.39899, "energy_ev": -12970.2993, "species": ["C", "C", "N", "C", "O", "O", "H", "H", "H", "H", "H", "H", "H", "O", "H", "H", "O", "H", "H"], "xyz": [[-1.49328, -0.37911, 2.79168], [-0.15522, 0.23582, 2.35952], [-0.29269, 1.20460, 1.30183], [0.21198, 1.03882, 0.06769], [0.64438, 0.01478, -0.39524], [0.19145, 2.19811, -0.63429], [-2.32325, 0.10279, 2.28348], [-1.47546, -1.41847, 2.51562], [-1.63178, -0.41001, 3.87294], [0.42075, 0.69662, 3.16728], [0.55923, -0.52953, 2.10059], [-0.76320, 2.06849, 1.50756], [0.22659, 1.96718, -1.57056], [1.60979, -2.36216, -1.82108], [2.38158, -1.79200, -1.78174], [1.34594, -2.45288, -0.90105], [-0.81052, -1.10747, -2.90805], [-0.24186, -0.73862, -2.21376], [-0.22615, -1.85258, -3.11482]]}



{"formula": "C18H14AuN2PSe2", "method": "the ωB97M-V functional and the def2-TZVPD basis", "de_lowest_kcal_mol": 0.0, "lumo_energy_ev": -1.1, "orbital_gap_ha": 0.23885, "energy_ev": -165548.6228, "species": ["Au", "Se", "P", "Se", "C", "C", "C", "C", "C", "C", "C", "C", "C", "C", "C", "C", "H", "H", "H", "H", "H", "H", "H", "H", "H", "H", "N", "C", "C", "C", "C", "N", "C", "C", "H", "H", "H", "H"], "xyz": [[-0.76435, 0.58181, -0.74297], [0.75806, 2.37986, -1.15076], [2.28903, 1.46330, 0.17907], [1.96690, -0.57016, 0.72999], [3.87474, 1.69795, -0.68894], [4.15887, 2.90696, -1.32300], [5.36805, 3.08815, -1.97130], [6.30289, 2.06018, -1.99928], [6.02186, 0.85503, -1.37732], [4.80990, 0.67170, -0.72378], [2.42870, 2.54521, 1.64091], [2.35332, 3.93054, 1.50492], [2.49596, 4.75004, 2.61131], [2.70494, 4.19315, 3.86710], [2.76861, 2.81680, 4.00906], [2.63024, 1.99265, 2.89971], [3.43025, 3.70773, -1.33141], [5.57738, 4.02921, -2.46303], [7.24526, 2.20107, -2.51290], [6.74416, 0.04938, -1.40232], [4.58011, -0.26968, -0.24147], [2.15537, 4.37575, 0.53835], [2.43278, 5.82415, 2.49469], [2.80897, 4.83533, 4.73228], [2.92263, 2.37787, 4.98637], [2.67371, 0.91631, 3.00401], [-5.30426, -5.21372, 0.37542], [-4.61616, -4.31017, 0.20970], [-3.75216, -3.17556, 0.00094], [-2.41376, -3.23890, 0.36369], [-1.61887, -2.13074, 0.14117], [-2.09765, -1.00980, -0.41024], [-3.38944, -0.94860, -0.75327], [-4.25230, -2.00954, -0.56528], [-1.99465, -4.12829, 0.81028], [-0.56974, -2.11436, 0.40910], [-3.72670, -0.01976, -1.18918], [-5.28997, -1.92765, -0.85279]]}